Formula: C30H59MgN10Se
Source: OMol25
Level of theory: wB97M-V/def2-TZVPD

Atoms and positions in Å:
Mg  -0.0058  0.1789  1.2793
C  4.2343  -1.5926  0.5733
N  4.2760  -0.1541  0.7521
C  5.5893  0.4507  0.6488
C  3.1236  0.5750  0.8425
N  2.0866  0.1820  1.5500
C  2.3366  -0.6855  2.7008
C  1.4656  -0.1878  3.8458
N  0.0461  -0.1917  3.4592
C  -0.5857  -1.4980  3.6862
C  -1.6754  -1.7369  2.6566
N  -1.0529  -1.6808  1.3314
C  -1.4385  -2.6021  0.4736
N  -2.6641  -3.2147  0.5500
C  -2.8845  -4.5923  0.1507
C  -3.8660  -2.4549  0.8279
N  -0.5890  -3.0702  -0.4682
C  0.8334  -2.8472  -0.3118
C  -1.0243  -3.3067  -1.8422
C  -0.7126  0.8969  4.0905
C  -0.5568  2.1809  3.2934
N  -1.0236  1.9261  1.9275
C  -1.7407  2.8590  1.3403
N  -1.6999  4.1780  1.6982
C  -0.4463  4.8546  1.9682
C  -2.8555  5.0498  1.6053
N  -2.6526  2.5132  0.4006
C  -2.7795  3.2605  -0.8462
C  -3.1674  1.1595  0.3770
N  3.1108  1.7793  0.2258
C  2.2070  2.8187  0.6617
C  3.7289  2.0120  -1.0715
H  4.7299  -1.8603  -0.3642
H  3.2034  -1.9252  0.5195
H  4.7382  -2.1157  1.3906
H  6.2522  -0.0126  1.3828
H  5.5279  1.5144  0.8601
H  6.0275  0.3103  -0.3431
H  3.3852  -0.6562  3.0108
H  2.0991  -1.7334  2.4797
H  1.7516  0.8439  4.0603
H  1.6192  -0.7748  4.7587
H  -0.9734  -1.5709  4.7093
H  0.1791  -2.2666  3.5616
H  -2.4610  -0.9802  2.7686
H  -2.1405  -2.7069  2.8473
H  -1.9331  -5.1063  0.0502
H  -3.4302  -4.6655  -0.7942
H  -3.4762  -5.0908  0.9215
H  -3.6221  -1.4024  0.9129
H  -4.3536  -2.7854  1.7490
H  -4.5745  -2.5770  0.0040
H  1.0930  -2.9238  0.7423
H  1.1309  -1.8683  -0.6957
H  1.3658  -3.6242  -0.8646
H  -2.1013  -3.4242  -1.8857
H  -0.5561  -4.2152  -2.2241
H  -0.7416  -2.4657  -2.4715
H  -0.4144  1.0295  5.1371
H  -1.7674  0.6176  4.0754
H  0.4941  2.4935  3.3072
H  -1.1317  2.9770  3.7737
H  0.3763  4.1543  1.9006
H  -0.4452  5.3104  2.9614
H  -0.2875  5.6446  1.2284
H  -3.7551  4.4623  1.4479
H  -2.7566  5.7746  0.7926
H  -2.9539  5.6034  2.5411
H  -2.3651  4.2564  -0.7323
H  -3.8310  3.3434  -1.1230
H  -2.2256  2.7443  -1.6325
H  -3.3692  0.8399  1.3987
H  -2.4762  0.4626  -0.1036
H  -4.1043  1.1623  -0.1836
H  2.0471  2.7245  1.7336
H  1.2525  2.7723  0.1304
H  2.6684  3.7870  0.4565
H  4.1660  1.0949  -1.4484
H  4.5009  2.7816  -1.0040
H  2.9526  2.3260  -1.7717
C  0.0916  -2.0936  -6.8676
C  0.0655  -1.4865  -5.4936
C  -1.0959  -0.9659  -4.9510
C  -1.1311  -0.3686  -3.6941
C  -2.4722  0.0971  -3.1980
C  0.0490  -0.2566  -2.9406
Se  0.0964  0.7649  -1.3183
C  1.2236  -0.8452  -3.4536
C  2.5188  -0.9157  -2.6880
C  1.2099  -1.4321  -4.7113
H  -0.8613  -1.9592  -7.3776
H  0.2987  -3.1642  -6.8242
H  0.8675  -1.6392  -7.4852
H  -2.0179  -1.0246  -5.5207
H  -2.8468  0.9376  -3.7864
H  -2.4145  0.4075  -2.1617
H  -3.2078  -0.7063  -3.2874
H  2.4480  -0.3677  -1.7523
H  3.3420  -0.5029  -3.2741
H  2.7747  -1.9558  -2.4696
H  2.1305  -1.8623  -5.0928

Computed properties:
Gap between HOMO and LUMO: 7.41 eV
E: -4327.54256 hartree
HOMO: -9.10 eV
Net charge: +1

---

Formula: C30H60B2N2O21Si2
Source: OMol25
Level of theory: wB97M-V/def2-TZVPD

Atoms and positions in Å:
C  -1.0653  0.2631  -5.3883
C  0.2377  0.9639  -5.9495
C  1.3270  0.9349  -4.8223
C  1.3288  2.2206  -3.9267
N  0.3553  2.1607  -2.8132
Si  0.8502  1.1495  -1.4410
O  0.5090  2.0565  -0.0082
Si  1.3639  1.5872  1.3968
C  0.6404  2.6187  2.8516
C  -0.6205  1.9589  3.5104
C  -1.7628  1.6269  2.4965
C  -3.0639  1.1834  3.2683
O  -3.9905  0.6582  2.2916
C  1.1840  -0.2378  1.8794
C  2.0962  -0.4648  3.1734
C  3.0284  -1.7209  3.0279
O  2.5689  -2.8210  3.8305
C  2.1063  -3.8792  2.9791
B  -0.4107  -0.4015  -1.4020
O  -0.0756  -1.6838  -0.9255
O  -1.7394  -0.1792  -1.8466
C  -2.3210  0.9855  -1.2423
B  2.6600  0.3868  -1.5585
O  3.8792  1.0256  -1.2355
N  2.7792  -1.0179  -2.0907
C  3.3789  -1.9292  -1.0871
C  3.8288  -0.8789  -3.1649
H  -0.7862  -0.7584  -5.0606
H  -1.8631  0.2566  -6.1607
H  -1.3819  0.8534  -4.5010
H  0.6040  0.3021  -6.7689
H  0.0411  1.9856  -6.3233
H  2.3256  0.8496  -5.3134
H  1.1892  -0.0073  -4.2492
H  2.3641  2.5338  -3.6267
H  0.9825  3.0419  -4.6021
H  0.3141  3.1173  -2.4497
H  2.7831  1.9490  1.3028
H  0.3715  3.6386  2.5111
H  1.4510  2.6699  3.6133
H  -0.3743  1.0917  4.1649
H  -1.0492  2.7205  4.2080
H  -1.5236  0.7792  1.8202
H  -2.0244  2.4977  1.8532
H  -3.5077  2.0281  3.8301
H  -2.8093  0.3300  3.9294
H  -3.6085  0.7862  1.4212
H  1.6314  -0.8696  1.0845
H  0.1517  -0.5699  2.0917
H  1.4709  -0.5257  4.0875
H  2.7808  0.4158  3.2554
H  4.0515  -1.4463  3.3765
H  3.1312  -2.0714  1.9832
H  1.9006  -4.7918  3.5776
H  2.8970  -4.1740  2.2466
H  1.1920  -3.5016  2.4697
H  -0.9023  -2.1836  -0.9743
H  -3.4207  0.8071  -1.2341
H  -2.1876  1.9040  -1.8545
H  -2.0292  1.1278  -0.1844
H  3.7105  1.8898  -0.8494
H  3.8476  -2.7615  -1.6577
H  4.1562  -1.4589  -0.4441
H  2.5628  -2.4159  -0.5021
H  3.7402  -1.6860  -3.9195
H  4.8369  -0.9298  -2.6817
H  3.7956  0.1300  -3.6373
C  2.9005  -6.3622  -0.9627
C  3.8913  -7.4782  -1.1531
O  4.6848  -7.0104  -2.2416
C  4.5863  -5.6577  -2.2669
O  5.2536  -4.9481  -2.9443
O  3.6250  -5.2192  -1.4147
H  2.5961  -6.2429  0.0762
H  2.0083  -6.4824  -1.5822
H  4.5353  -7.6204  -0.2814
H  3.4148  -8.4257  -1.3991
C  -6.6905  1.8913  0.5579
C  -7.6571  1.2218  -0.3771
O  -7.3146  1.7934  -1.6415
C  -6.0303  2.2189  -1.5668
O  -5.3905  2.5895  -2.5000
O  -5.5685  2.1659  -0.2861
H  -6.4009  1.2527  1.3916
H  -7.0745  2.8363  0.9515
H  -7.5132  0.1412  -0.4261
H  -8.6881  1.4270  -0.1264
C  3.3583  -1.6065  6.6171
C  4.8145  -1.2480  6.7181
O  4.7760  0.1665  6.9007
C  3.5620  0.4786  7.4247
O  3.2700  1.5486  7.8477
O  2.7284  -0.5907  7.4002
H  3.1409  -2.5954  7.0173
H  2.9835  -1.5489  5.5978
H  5.3006  -1.7038  7.5848
H  5.3741  -1.5099  5.8210
C  -12.9809  1.5320  0.3764
C  -13.2161  0.7672  -0.8971
O  -11.9047  0.3242  -1.2425
C  -11.1712  0.2946  -0.1042
O  -10.0868  -0.1854  -0.0169
O  -11.8324  0.8838  0.9223
H  -13.8230  1.4738  1.0639
H  -12.7414  2.5829  0.1963
H  -13.8568  -0.1058  -0.7500
H  -13.6378  1.3861  -1.6872
C  7.6328  3.0874  -2.6887
C  6.3343  2.5759  -2.1276
O  5.4968  3.7311  -2.1763
C  5.9930  4.5568  -3.1328
O  5.4368  5.5230  -3.5383
O  7.2069  4.1312  -3.5642
H  8.1841  2.3236  -3.2347
H  8.2832  3.5142  -1.9206
H  5.8889  1.7917  -2.7430
H  6.4309  2.2104  -1.1069

Computed properties:
Gap between HOMO and LUMO: 8.82 eV
E: -3497.55874 hartree
HOMO: -8.59 eV

---

- Which of these has the lowest E?
  C30H59MgN10Se